206
Properties=species:S:1:pos:R:3:forces:R:3:mulliken_charge:R:1 method="wB97M-V/def2-TZVPD" lumo_ev=-0.60 relative_energy_kcal_mol=122.57 spin_multiplicity=1 max_force_ev_per_a=4.37 molar_mass_g_mol=1625.53
C -0.607 -0.798 -2.069 -0.8975 0.1316 -0.1331 -1.483
C -0.351 0.455 -1.216 1.9309 -1.7087 0.8802 0.022
C 0.298 -0.019 0.205 -0.4571 1.3731 -1.6347 -1.096
N 0.488 1.152 1.214 -1.5984 -0.2472 0.0472 0.289
C -0.909 1.601 1.681 0.8933 -0.8555 0.1131 -1.137
C 1.260 2.391 0.689 -0.0068 -0.8444 -0.9594 -0.593
C 2.255 2.791 1.754 0.4801 -0.4610 -0.5390 -0.559
C 2.585 1.454 2.370 0.2994 -0.9957 1.7961 -0.565
C 1.278 0.632 2.421 0.0905 1.2675 0.3006 -0.652
H 0.231 -1.456 -2.299 0.1572 0.1041 0.5844 0.371
H -0.967 -0.493 -3.052 -0.0792 0.1947 0.0011 0.389
H -1.437 -1.342 -1.619 0.1839 -0.4404 -0.0578 0.363
H -1.292 1.001 -1.153 0.3072 0.1666 0.3520 0.221
H 0.420 0.988 -1.773 -0.1997 0.6347 0.3096 0.322
H 1.266 -0.508 0.095 0.3091 0.5571 -0.4928 0.521
H -0.269 -0.848 0.629 -0.5989 0.5829 0.5301 0.513
H -1.292 0.713 2.183 -0.2348 0.3827 0.3519 0.421
H -1.605 1.846 0.878 0.5501 0.0915 -0.2107 0.302
H -0.747 2.456 2.338 -0.2623 -0.2023 0.0839 0.476
H 0.567 3.166 0.359 -0.0923 -0.2646 0.0528 0.380
H 1.765 1.957 -0.174 0.2205 0.5018 -0.1062 0.338
H 1.924 3.549 2.463 -0.4431 -0.3380 0.1068 0.351
H 3.205 3.178 1.384 -0.2974 0.2143 -0.5986 0.336
H 2.988 1.693 3.355 -0.3125 -0.5049 0.3781 0.396
H 3.392 0.853 1.950 -0.0867 0.3939 -0.7862 0.357
H 0.719 0.909 3.314 -0.0906 0.0230 -0.0741 0.313
H 1.330 -0.457 2.414 0.2750 0.1816 -0.3057 0.403
Cl 1.454 -7.691 -0.439 -0.9761 1.6112 1.2670 1.579
O 1.168 -7.423 -1.811 0.9091 -0.2185 -1.5011 -0.623
O 2.862 -7.699 -0.098 -0.1390 -0.4043 -0.7307 -0.637
O 0.834 -6.604 0.294 -0.0098 0.3876 0.7001 -0.682
O 0.809 -8.907 -0.068 0.1615 -1.2021 0.3106 -0.639
O 3.295 3.581 10.725 -2.0054 -1.5952 -2.0207 -0.582
S 2.533 2.883 9.661 1.4261 0.2886 -1.3135 1.070
O 2.313 3.550 8.341 0.4228 -1.6897 3.4248 -0.589
O 3.331 1.481 9.269 -0.9952 1.4711 -0.4380 -0.275
C 3.971 0.684 10.247 0.7035 -0.1396 1.8863 -0.300
C 5.502 0.733 10.198 -0.5694 0.0340 -0.6273 -1.067
C 0.861 2.252 10.212 1.6517 1.6786 -0.0686 -0.859
H 3.629 -0.351 10.207 -0.1133 0.0014 -0.8095 0.380
H 3.665 0.961 11.255 -0.1547 0.5078 0.0829 0.308
H 5.806 0.492 9.180 0.2364 -0.1476 0.0611 0.277
H 5.883 -0.017 10.892 0.0783 -0.0060 -0.0834 0.356
H 5.927 1.704 10.450 -0.2672 0.0344 0.0876 0.284
H 0.862 1.628 11.105 0.3631 -0.2948 -0.4466 0.343
H 0.394 1.889 9.296 -0.0369 -0.0831 0.3961 0.324
H 0.512 3.234 10.533 -0.7517 -0.0858 -0.1812 0.332
O -4.471 5.224 6.629 -0.5828 3.0321 -0.8783 -0.592
S -4.483 6.659 6.262 1.0217 -0.0738 0.2983 1.125
O -3.691 7.138 5.121 -2.2756 -1.1042 1.3310 -0.580
O -6.029 7.285 6.201 2.4324 -0.0927 -2.0407 -0.276
C -6.822 7.041 7.295 -1.4246 -0.8980 3.2105 -0.028
C -8.211 7.611 7.189 -0.8211 0.0553 -2.0945 -1.322
C -3.810 7.645 7.602 0.6232 -1.2754 0.1102 -0.969
H -6.446 7.451 8.233 0.8301 0.0648 -0.0432 0.258
H -6.915 5.967 7.454 0.0335 -0.1451 -0.0290 0.312
H -8.972 7.284 7.898 0.6442 -0.2651 0.4222 0.363
H -8.557 7.221 6.232 -0.4663 0.1567 -0.2175 0.322
H -8.300 8.694 7.105 0.4540 0.0463 0.1622 0.324
H -2.848 7.139 7.684 0.3706 0.3257 -0.0875 0.357
H -4.240 7.463 8.587 -0.5046 0.3625 -0.3190 0.394
H -3.669 8.675 7.275 -0.3149 -0.1972 0.1664 0.312
O -2.230 -3.234 -13.677 -1.3630 0.8551 0.7983 -0.600
S -3.432 -2.809 -12.971 0.2619 -1.2251 0.3415 1.134
O -3.818 -1.400 -12.878 0.2502 -2.7256 -0.4459 -0.569
O -4.683 -3.717 -13.616 0.4309 2.3045 0.7714 -0.300
C -4.527 -5.082 -13.918 1.1698 -1.3124 -0.7925 -0.003
C -5.687 -5.613 -14.700 -1.3033 0.3071 -0.0410 -1.331
C -3.385 -3.552 -11.258 -0.5289 0.8851 -0.9675 -0.917
H -4.366 -5.703 -13.037 -0.1706 0.2329 0.3910 0.258
H -3.674 -5.296 -14.562 0.5159 0.6398 0.1659 0.284
H -5.878 -5.095 -15.640 0.3982 0.2033 -0.0102 0.326
H -6.615 -5.506 -14.140 -0.0699 -0.2561 0.1172 0.331
H -5.523 -6.661 -14.953 0.0307 -0.0223 0.2112 0.376
H -2.663 -2.981 -10.675 0.1325 -0.2000 -0.2155 0.366
H -3.174 -4.620 -11.311 0.2494 0.2539 -0.1774 0.307
H -4.373 -3.402 -10.822 -0.0044 0.0604 -0.1305 0.338
O 5.729 -0.595 -3.248 -0.1516 -1.6568 -2.9744 -0.561
S 5.732 -1.120 -4.632 2.9987 1.8726 -0.0394 1.082
O 4.772 -0.602 -5.605 1.1815 -1.4539 1.4509 -0.580
O 7.328 -0.698 -5.217 -2.7756 -0.5698 2.4154 -0.335
C 7.606 -0.779 -6.566 0.4368 0.2254 -1.8815 -0.205
C 8.899 0.015 -6.793 -0.8334 -0.0661 -0.2151 -1.190
C 6.019 -2.962 -4.699 -1.5303 0.8964 0.6523 -0.849
H 6.782 -0.498 -7.223 -0.2493 1.2193 0.3305 0.381
H 7.705 -1.772 -7.005 0.6549 -0.8769 0.8587 0.284
H 9.102 -0.078 -7.860 0.5284 0.0835 0.0804 0.374
H 9.705 -0.349 -6.155 0.0106 -0.2992 -0.2961 0.296
H 8.784 1.069 -6.542 -0.2517 -0.0067 -0.0929 0.298
H 6.724 -3.321 -3.949 0.0940 0.6654 -0.0324 0.316
H 6.267 -3.347 -5.688 -0.1507 0.5347 -0.0147 0.321
H 5.022 -3.271 -4.385 -0.0118 -0.5938 -0.2029 0.366
O 1.607 11.260 -1.521 0.3768 -0.0648 1.5969 -0.592
S 2.281 11.143 -0.239 -0.3375 -0.6076 0.2165 1.145
O 3.486 10.333 -0.163 -1.4963 1.4843 0.1879 -0.578
O 2.599 12.616 0.321 1.1712 -0.8399 -0.5131 -0.295
C 1.621 13.618 0.470 -1.0788 2.0245 0.2838 -0.193
C 2.115 14.983 -0.035 0.7109 -0.6953 -0.4383 -1.315
C 1.101 10.657 1.110 0.3160 -0.0160 -1.4056 -0.860
H 1.362 13.710 1.524 0.0745 -0.2825 0.1577 0.343
H 0.689 13.481 -0.078 0.0818 -0.8571 -0.1391 0.370
H 3.066 15.282 0.405 -0.0295 -0.1086 0.1128 0.321
H 1.404 15.797 0.108 -0.2054 -0.3010 0.1677 0.366
H 2.273 14.854 -1.106 0.0931 0.2750 -0.0910 0.333
H 0.597 9.760 0.749 0.0597 -0.0049 0.1395 0.332
H 0.376 11.468 1.178 0.0546 -0.1074 0.0450 0.318
H 1.606 10.486 2.061 0.1994 0.0983 -0.3179 0.305
O 6.683 -4.493 6.511 -0.8645 1.7739 -3.5778 -0.603
S 6.239 -3.907 5.211 0.3315 -2.3834 0.7730 1.145
O 5.979 -2.501 5.025 0.3944 -0.6599 0.3608 -0.553
O 7.374 -4.419 4.040 -1.4624 0.2562 1.5813 -0.349
C 7.316 -3.798 2.739 -0.6811 1.3968 0.0586 -0.205
C 8.017 -2.441 2.791 0.9331 -0.0766 -0.1244 -1.097
C 4.713 -4.818 4.620 1.4228 0.1651 0.5942 -0.806
H 6.289 -3.648 2.404 -0.3372 -0.0524 0.2824 0.189
H 7.711 -4.476 1.982 0.5107 -0.1535 0.5133 0.402
H 8.240 -2.022 1.810 -0.1846 -0.2336 -0.2212 0.379
H 8.986 -2.603 3.266 0.1355 0.0154 0.0218 0.289
H 7.535 -1.651 3.366 -0.3890 -0.4464 0.0081 0.282
H 4.807 -4.794 3.535 -0.4304 -0.0699 0.1428 0.301
H 3.805 -4.368 5.024 0.3064 0.4036 -0.2083 0.315
H 4.765 -5.832 5.017 0.2729 0.0395 -0.2426 0.312
O -2.847 5.664 -3.288 0.9834 0.1931 -2.1727 -0.604
S -2.327 5.616 -4.654 1.9063 0.6855 -0.4414 1.116
O -0.874 5.301 -4.933 -4.2343 0.6529 0.8361 -0.602
O -3.320 4.600 -5.404 0.0650 0.5200 1.5737 -0.265
C -2.901 4.060 -6.620 0.9718 -0.5015 -1.4945 -0.082
C -4.038 3.400 -7.337 -0.5759 -1.0465 0.3878 -1.290
C -2.782 7.143 -5.710 1.0230 -0.9679 1.2502 -0.897
H -2.090 3.352 -6.445 -0.0638 -0.1602 0.1024 0.291
H -2.455 4.824 -7.258 -0.0721 0.2719 -0.0254 0.301
H -4.904 4.026 -7.553 0.4002 0.3247 -0.3638 0.306
H -4.468 2.588 -6.750 0.1320 -0.0229 0.4164 0.329
H -3.642 2.863 -8.199 -0.1300 0.4760 -0.3577 0.376
H -2.262 8.013 -5.309 -0.2519 -0.1005 0.3695 0.379
H -3.868 7.236 -5.704 0.2416 -0.0301 -0.0485 0.311
H -2.322 6.986 -6.686 -0.3808 -0.3321 -0.0004 0.330
O -2.339 -2.606 7.226 -0.1167 -0.4557 0.8466 -0.585
S -2.127 -3.297 8.469 0.5635 -0.9840 0.2968 1.095
O -0.890 -3.097 9.207 -1.3782 -0.0309 -0.4732 -0.612
O -3.418 -2.929 9.420 1.8791 -0.9115 -0.7109 -0.269
C -3.309 -3.165 10.861 0.1099 0.6022 -0.5557 -0.072
C -4.494 -2.442 11.371 -1.0943 0.2056 0.9068 -1.266
C -2.346 -5.148 8.248 -0.7099 1.7999 0.0234 -0.863
H -2.425 -2.694 11.290 0.2577 -0.0518 -0.4563 0.284
H -3.280 -4.214 11.157 -0.1822 -0.1928 -0.5247 0.301
H -4.568 -2.686 12.431 -0.1221 0.4569 0.2064 0.391
H -5.452 -2.714 10.929 0.1927 -0.4284 -0.2063 0.329
H -4.408 -1.370 11.192 0.2123 -0.0103 0.3003 0.300
H -2.378 -5.530 9.268 0.1781 -0.2434 -0.2661 0.284
H -1.604 -5.597 7.587 0.2824 0.3696 0.3961 0.364
H -3.314 -5.233 7.755 -0.0621 -0.1021 0.1914 0.319
O -6.661 -7.985 3.695 0.3223 1.4076 -1.5139 -0.604
S -6.399 -7.457 2.362 1.2332 -0.5062 1.6098 1.195
O -7.440 -7.569 1.381 0.6321 0.5646 -0.1021 -0.593
O -5.898 -5.835 2.564 -1.1373 -3.4123 0.6159 -0.316
C -5.372 -5.137 1.464 0.4419 0.1541 -0.9836 -0.263
C -6.311 -3.999 1.139 0.8446 0.3932 0.1281 -1.126
C -4.819 -8.335 1.846 -1.0666 0.5809 0.1432 -0.911
H -5.196 -5.731 0.567 -0.4529 -0.5705 -0.0290 0.317
H -4.346 -4.887 1.733 -0.0977 0.7024 0.2527 0.367
H -6.558 -3.487 2.069 -0.3215 -0.0585 -0.0729 0.308
H -7.192 -4.360 0.609 0.0003 0.1083 0.1914 0.257
H -5.767 -3.274 0.533 -0.1744 0.0425 -0.2803 0.356
H -4.834 -9.277 2.395 -0.1133 0.2506 0.1738 0.383
H -3.996 -7.702 2.180 -0.0075 -0.1594 -0.1911 0.317
H -4.800 -8.584 0.785 -0.0347 0.4928 0.0334 0.313
O -6.947 -3.306 -5.555 0.3689 -2.1973 -0.4127 -0.594
S -7.038 -4.711 -5.938 -1.1916 0.3214 0.0849 1.126
O -7.318 -5.049 -7.339 0.5706 0.2517 2.3364 -0.591
O -5.691 -5.476 -5.425 -1.0196 1.1837 -0.8042 -0.302
C -5.597 -6.879 -5.697 0.1595 -1.1949 0.3778 -0.442
C -5.618 -7.663 -4.354 -0.4728 0.2783 -0.7845 -0.876
C -8.297 -5.550 -4.801 0.8868 0.6820 -0.4825 -0.811
H -4.738 -7.052 -6.346 0.7515 0.2222 0.7559 0.417
H -6.323 -7.271 -6.409 -0.9682 0.4792 0.4244 0.322
H -5.780 -8.715 -4.588 0.6565 -0.1543 0.1166 0.337
H -6.497 -7.431 -3.753 -0.1138 0.3365 -0.2435 0.221
H -4.775 -7.455 -3.695 0.2368 -0.2853 -0.4063 0.293
H -7.792 -5.839 -3.879 0.2815 -0.2166 -0.3905 0.205
H -8.707 -6.392 -5.358 -0.0343 0.1196 0.2250 0.311
H -9.044 -4.844 -4.439 -0.0819 0.1742 -0.7820 0.384
C 1.105 -7.703 -8.940 -0.3587 0.2247 1.1241 -0.293
C 2.002 -7.917 -9.932 3.2048 0.9599 -1.7179 -0.330
C 2.979 -6.911 -10.309 -1.7326 -1.2008 0.8312 -0.294
C 2.840 -5.677 -9.739 0.7830 0.5048 0.0078 -0.377
C 1.944 -5.460 -8.714 -1.1375 -0.8014 1.4661 -0.317
C 1.140 -6.498 -8.208 0.0589 0.6265 -1.7018 -0.503
H 0.452 -8.535 -8.723 -0.2443 0.1531 0.4342 0.369
H 2.149 -8.876 -10.408 -0.4846 -0.2102 0.0109 0.322
H 3.829 -7.075 -10.954 -0.2914 -0.3780 -0.3260 0.361
H 3.528 -4.893 -10.018 -0.0059 0.2040 -0.0682 0.335
H 1.866 -4.516 -8.196 0.2348 0.2355 -0.1571 0.371
H 0.470 -6.265 -7.393 -0.0280 -0.3106 0.1034 0.359
C 8.046 5.086 5.686 -0.2521 0.3002 -0.9581 -0.406
C 7.221 6.165 5.334 0.5624 -0.3650 0.8292 -0.386
C 7.691 7.099 4.434 -1.3207 0.5358 -0.6431 -0.362
C 8.869 6.950 3.755 0.7153 0.1643 0.2243 -0.321
C 9.674 5.887 4.067 0.1385 -0.5682 0.2255 -0.319
C 9.269 4.970 5.047 0.4255 -0.1295 -0.6497 -0.320
H 7.680 4.265 6.285 0.0416 0.1853 0.3941 0.381
H 6.275 6.292 5.839 -0.1750 0.0204 -0.1593 0.389
H 7.069 7.907 4.077 -0.3155 0.2197 0.4595 0.321
H 9.203 7.693 3.047 -0.1456 -0.0136 -0.1906 0.354
H 10.574 5.767 3.482 0.2704 -0.2726 0.2813 0.342
H 9.897 4.109 5.219 0.0413 -0.0848 0.1876 0.329